A structure of composition C29H27N4OOsPS in a non-equilibrium geometry. Source: OMol25; level of theory: the ωB97M-V functional and the def2-TZVPD basis.

```
64
Properties=species:S:1:pos:R:3:forces:R:3
Os 1.094777 -0.552207 -0.855090 0.3271 -0.5359 2.2630
C -1.163145 -5.096615 3.046617 -0.0095 0.0920 -0.0440
C -1.708401 -3.733553 2.638862 0.0507 -0.1326 0.1197
N -1.414859 -3.432402 1.236536 -0.1115 -0.2278 0.0254
C -0.428627 -2.658963 0.816837 0.5517 0.1153 -0.1324
S -0.223461 -2.544656 -0.944626 -0.1907 0.8305 0.0402
N 0.324719 -2.018080 1.669125 -0.5341 -0.4399 1.0702
N 1.287838 -1.239492 1.150755 0.3607 -0.1077 -1.4072
C 2.419301 -1.087786 1.759597 -0.7816 0.0737 0.4820
C 2.736079 -1.764745 3.046303 0.0321 0.0958 0.1814
C 3.390547 -0.229217 1.075102 1.2729 -0.5975 -0.5492
C 4.653585 -0.647320 0.829088 -0.9955 0.0459 0.2590
C 5.487899 -0.231523 -0.254190 0.3915 0.3338 -0.6443
C 5.120109 0.154314 -1.506584 0.2203 -0.3339 0.4625
C 3.812111 0.150003 -2.109874 -0.1523 0.2589 -0.1748
N 2.723311 -0.385694 -1.699374 -0.3008 0.6834 -0.2723
H -1.375847 -5.278524 4.099191 -0.0124 -0.0317 -0.0150
H -0.084605 -5.149661 2.897211 0.0068 0.0290 0.0169
H -1.629450 -5.888939 2.460483 0.0070 -0.0266 0.0367
H -1.283380 -2.938262 3.245997 -0.0041 0.0152 -0.0394
H -2.792457 -3.709955 2.753785 0.0084 0.0381 -0.0057
H -1.878644 -4.002538 0.545270 -0.0598 0.1361 -0.0908
H 1.906234 -2.394433 3.348886 0.0342 -0.0317 -0.0287
H 2.920804 -1.019062 3.822829 0.0113 0.0198 -0.0337
H 3.640845 -2.368937 2.967567 -0.0074 -0.0066 -0.0882
H 5.059685 -1.411931 1.480235 -0.1538 -0.1773 -0.1038
H 6.555105 -0.347787 -0.094759 0.0057 0.2272 0.0846
H 5.911533 0.465300 -2.176301 0.0304 -0.1010 -0.0264
H 3.767439 0.647178 -3.084924 -0.0493 -0.0232 0.0450
O 2.959865 0.992221 0.602771 -0.4822 0.7988 0.5963
C 1.700660 1.096238 0.186012 -0.2602 -1.7226 -1.3211
C 0.884814 2.147001 0.652310 -0.2137 0.9739 0.4026
C 1.332219 3.150275 1.536612 0.1705 -0.3568 -0.2507
C 0.437387 4.076856 2.022593 -0.1780 0.2244 0.1035
C -0.905057 4.023041 1.651308 0.1614 -0.0764 -0.0247
C -1.366821 3.029769 0.788463 -0.0498 -0.0163 -0.0909
C -0.477905 2.108783 0.274273 0.2482 -0.1791 0.0830
P -0.922922 0.749884 -0.838961 0.6165 0.2533 -1.2473
C -0.759245 1.408472 -2.522975 -0.1593 0.1262 0.1242
C -0.378127 0.529253 -3.541411 -0.2003 -0.0160 -0.0253
C -0.164116 1.010027 -4.823770 -0.0087 0.0059 -0.0162
C -0.325468 2.362752 -5.090831 0.0255 -0.0133 0.0144
C -0.714020 3.235467 -4.082925 -0.0055 0.0885 -0.0378
C -0.934522 2.763794 -2.798475 -0.0090 -0.1479 0.0140
C -2.646213 0.356971 -0.513926 0.3406 -0.3239 0.2127
C -3.620590 0.516459 -1.494789 0.1172 0.0328 -0.0045
C -4.940629 0.222240 -1.187215 -0.0573 -0.0034 -0.0213
C -5.275473 -0.251830 0.073186 0.0173 0.0069 -0.0429
C -4.296690 -0.420750 1.046412 0.0158 -0.0370 0.0648
C -2.978233 -0.118705 0.757781 -0.0049 0.0372 -0.0485
H 2.375373 3.177447 1.824725 -0.0239 0.0235 0.0290
H 0.770603 4.845353 2.706926 0.0183 -0.0012 -0.0269
H -1.599935 4.755371 2.040603 0.0033 -0.0051 0.0210
H -2.415483 2.982840 0.522608 -0.0101 -0.0106 0.0257
H -0.308204 -0.539666 -3.355680 0.0537 0.0556 0.0124
H 0.116288 0.331579 -5.618366 -0.0018 -0.0167 0.0221
H -0.152885 2.734368 -6.091930 -0.0154 0.0220 0.0075
H -0.844572 4.286943 -4.301831 -0.0099 -0.0069 0.0155
H -1.243104 3.439199 -2.010626 0.0327 0.0750 -0.0486
H -3.349112 0.870015 -2.481299 -0.0462 0.0121 -0.0026
H -5.708570 0.366183 -1.935145 0.0066 -0.0391 -0.0049
H -6.304488 -0.497164 0.299089 -0.0072 0.0362 0.0064
H -4.567611 -0.786062 2.028262 0.0077 0.0081 -0.0032
H -2.206257 -0.239140 1.511668 -0.0398 -0.0296 0.0316
```
Forces are in eV/Å.

* energy relative to the best compared isomer or geometry (same formula, charge and spin): 36.4 kcal per mole
* LUMO (alpha / beta): -0.295 / -0.300 Ha
* total charge: +2
* maximum force: 2.35 eV/Å
* E_HOMO (alpha / beta): -13.6989 / -13.8812 eV
* calculated total energy: -61092.98070 eV

=====

A structure of composition C8H32AlN16O8 in a non-equilibrium geometry. Source: OMol25; level of theory: the ωB97M-V functional and the def2-TZVPD basis.

```
65
Properties=species:S:1:pos:R:3:forces:R:3
Al 0.249055 0.139098 -0.156969 -0.6657 -0.9619 -0.6162
C -0.731762 3.261744 -2.244644 -1.3126 0.4503 0.7575
O -0.187709 2.150183 -2.065175 0.2195 -0.8659 0.1473
N -1.771400 3.440191 -3.100153 0.2117 -0.0330 -0.3518
N -0.411140 4.358396 -1.543034 0.7235 -0.0196 0.0436
H -2.394858 2.696917 -3.367311 0.3460 -0.2395 -0.1660
H -1.918020 4.333115 -3.541544 -0.0665 0.0939 0.1986
H 0.254376 4.191150 -0.811021 -0.0590 -0.1074 -0.0091
H -1.070810 5.105440 -1.410176 -0.0596 -0.0049 -0.1409
C 1.688436 -0.229399 -3.713688 1.3803 0.3793 -0.6244
O 0.911270 -0.391171 -2.756593 -0.8585 -0.0345 1.2936
N 1.618352 0.870725 -4.493480 -0.6052 0.4204 0.7901
N 2.681764 -1.117411 -3.990833 -1.3811 0.2729 0.7646
H 1.907681 0.969639 -5.450393 0.2799 -0.2022 0.0542
H 1.122044 1.625424 -4.042300 -0.1430 0.0773 -0.3496
H 2.474206 -2.005480 -3.561659 0.7110 -0.3090 -0.3634
H 3.340192 -0.959811 -4.732302 -0.0377 -0.3689 -0.1446
C -0.771687 0.375818 3.638283 0.5130 -0.8572 0.9318
O -0.095153 0.552362 2.609425 -0.3194 0.5201 -0.9412
N -0.286345 0.798095 4.828573 0.0671 -0.1204 -0.5138
N -1.967842 -0.268427 3.702312 -0.2682 0.3094 -1.2303
H 0.606691 1.257117 4.812307 0.2211 -0.4254 0.4684
H -0.680363 0.446325 5.683957 0.0116 0.4138 0.1846
H -2.292083 -0.859132 4.443974 0.0554 0.4912 0.4376
H -2.566047 -0.085770 2.912787 -0.0009 -0.4976 -0.0689
C 0.823483 3.656116 1.603209 -0.9546 0.7773 1.5857
O 0.374011 2.784547 0.845491 0.5754 -0.7629 -1.5466
N 1.099367 4.957341 1.265367 0.0189 -0.8027 0.0591
N 0.848573 3.494118 2.951477 0.6307 0.3849 -0.2903
H 1.249523 5.325359 0.345721 0.1150 -0.1890 -0.0955
H 1.139137 5.611245 2.026790 0.1106 0.2445 -0.1678
H 1.337647 4.194261 3.481748 -0.0324 -0.1885 0.3158
H 0.594804 2.639349 3.402877 -0.1157 -0.1859 -0.4226
C 1.063792 -2.628340 2.481631 -0.0472 1.0526 0.2500
O 1.002736 -2.067577 1.368019 -0.3136 0.1196 -0.0344
N 0.001814 -2.914804 3.258729 -0.3966 -0.5729 0.4976
N 2.277357 -2.916486 3.036398 -0.5852 -0.0695 -0.1234
H 0.121960 -3.434909 4.114651 0.3114 0.0400 -0.0238
H -0.952712 -2.967914 2.938411 0.1678 0.2866 -0.5666
H 2.230364 -3.254613 3.983765 0.5654 0.0023 0.0454
H 3.027049 -2.292400 2.784337 0.1304 -0.1515 0.0544
C -2.212616 -2.509084 0.919461 -0.9869 -0.0202 -1.8073
O -1.897864 -1.314569 0.786949 0.9919 0.8686 0.4105
N -2.109437 -3.385450 -0.103154 0.2615 0.0120 0.7424
N -2.839355 -2.984014 2.028540 0.4741 -0.1312 0.4077
H -1.824085 -3.047439 -1.005512 0.0734 -0.0259 -0.0085
H -2.560692 -4.279518 -0.017831 0.1030 -0.1000 -0.3417
H -3.249748 -2.349209 2.687627 0.0162 0.0836 -0.0605
H -3.115525 -3.950682 2.082087 -0.2290 0.0557 -0.0600
C 3.381656 -2.207211 -0.693297 -0.3919 -0.2241 0.3469
O 2.433526 -1.395265 -0.645584 -0.4736 1.3552 -0.5653
N 3.331602 -3.389964 -0.050565 0.0966 -0.2133 0.3810
N 4.460959 -1.961207 -1.457298 -0.1925 -0.0732 0.1992
H 4.086124 -4.055836 -0.045487 0.1104 0.1290 -0.2039
H 2.650199 -3.509967 0.678470 -0.1753 0.1445 -0.1696
H 4.439771 -1.141073 -2.036601 0.2217 0.0165 0.0345
H 5.274505 -2.546994 -1.388842 0.1127 0.1236 -0.2387
C -2.917273 0.280328 -2.584862 -0.0931 -0.3973 -0.7645
O -2.015470 -0.035787 -1.800946 0.5852 0.2964 1.1551
N -4.217851 0.312267 -2.216713 0.3559 -0.0297 0.7917
N -2.666005 0.551150 -3.898170 -0.0029 0.3231 0.1463
H -4.345797 0.374165 -1.219643 -0.3168 -0.3146 -0.0511
H -4.980253 0.596266 -2.806545 0.1449 0.1553 -0.1440
H -3.327798 0.294664 -4.610777 0.0224 0.2442 -0.1235
H -1.726328 0.813995 -4.140272 0.1486 -0.6442 -0.1655
```
Forces are in eV/Å.

* energy relative to the best compared isomer or geometry (same formula, charge and spin): 2.2 kcal per mole
* LUMO: -0.457 Ha
* total charge: +3
* maximum force: 2.06 eV/Å
* E_HOMO: -17.3218 eV
* calculated total energy: -55614.83037 eV

=====

An isolated molecule of C4H9NO in a non-equilibrium geometry. Source: OMol25; level of theory: the ωB97M-V functional and the def2-TZVPD basis.

```
15
Properties=species:S:1:pos:R:3:forces:R:3
C -0.851908 -2.315242 0.441493 -2.7165 -1.0565 1.2984
C -0.643845 -1.017992 -0.383752 -0.1686 0.3917 0.5008
C 0.265649 0.020618 0.356586 2.7861 0.6469 -0.4240
O 1.295108 -0.228497 1.054391 -3.4127 0.2024 -1.8283
N 0.058846 1.308694 -0.127045 -0.6409 1.2435 -0.5508
C 1.074148 2.425689 -0.190731 0.7637 -0.3203 2.2822
H -1.007281 -2.298968 1.600963 0.7814 0.6808 -2.0567
H 0.074182 -2.863363 0.177838 -1.0685 -0.5531 0.7519
H -1.895480 -2.856709 0.165572 2.7566 0.9036 -0.0437
H 0.049039 -1.508021 -1.133070 -0.9788 1.6922 -0.0914
H -1.580441 -0.453581 -0.863683 2.0455 -1.5909 1.0752
H -0.847087 1.602217 -0.605495 1.8441 -1.1822 0.9875
H 2.130956 2.124549 0.283267 -2.5324 0.2373 -1.4186
H 1.133245 2.755618 -1.239171 0.2886 -0.1528 0.4736
H 0.744867 3.304988 0.462834 0.2523 -1.1425 -0.9561
```
Forces are in eV/Å.

* energy relative to the best compared isomer or geometry (same formula, charge and spin): 49.5 kcal per mole
* LUMO: 0.030 Ha
* maximum force: 3.88 eV/Å
* E_HOMO: -9.5376 eV
* calculated total energy: -7830.17473 eV
* SMILES: CCC(=O)NC

=====

The ion C3H8N with charge +1 in a non-equilibrium geometry. Source: OMol25; level of theory: the ωB97M-V functional and the def2-TZVPD basis.

```
12
Properties=species:S:1:pos:R:3:forces:R:3
C 1.115131 1.240072 0.032404 0.1787 0.6973 0.2328
N -0.127820 1.116071 0.257912 0.4916 -1.2731 0.1921
C -0.680132 -0.252336 0.506103 -0.2405 -0.5453 0.9569
C -0.298099 -1.278575 -0.547647 0.6716 0.6330 -1.5027
H 1.593141 2.210394 -0.035966 -0.2533 0.1107 -0.2276
H 1.749173 0.365339 -0.024348 -0.1300 -0.1658 0.0026
H -0.748691 1.914834 0.312584 0.0419 0.1782 0.0679
H -1.751071 -0.184886 0.691709 -0.0554 0.3166 -0.7184
H -0.352413 -0.593467 1.493779 0.4507 0.3956 -0.0641
H 0.067048 -0.783148 -1.464607 -0.9536 0.2330 -0.0414
H 0.605532 -1.880966 -0.430970 -0.4218 -0.3157 1.1802
H -1.171800 -1.873331 -0.790952 0.2200 -0.2644 -0.0785
```
Forces are in eV/Å.

* energy relative to the best compared isomer or geometry (same formula, charge and spin): 10.2 kcal per mole
* LUMO: -0.201 Ha
* total charge: +1
* maximum force: 1.76 eV/Å
* E_HOMO: -16.7260 eV
* calculated total energy: -4722.98302 eV
* SMILES: C=[NH+]CC

=====

An isolated molecule of C4H2N2O5 in a non-equilibrium geometry. Source: OMol25; level of theory: the ωB97M-V functional and the def2-TZVPD basis.

```
13
Properties=species:S:1:pos:R:3:forces:R:3
C 0.503248 -0.249351 -1.632781 1.0964 -0.0314 -0.1250
C -1.589876 -0.143140 -0.640891 -0.7310 0.1932 0.7441
C 1.112844 -0.004676 -0.497000 -5.3393 -0.0448 1.6429
C -1.069142 0.032037 0.554273 4.5923 -0.2942 -3.0286
N 2.348899 0.141003 0.112034 0.6886 0.0081 -0.3321
N -1.381221 0.202958 1.894085 -0.7595 0.0301 0.2085
O 3.141753 0.777442 -0.558429 0.5261 0.1675 -0.0262
O 2.544361 -0.354918 1.192758 -0.0331 -0.0450 0.2493
O -2.438034 -0.324244 2.196176 -0.3544 -0.0759 0.4261
O -0.651444 0.832656 2.613387 0.2667 0.0890 0.1299
O -0.845439 -0.302171 -1.752153 -0.0832 -0.0378 -0.1959
H 0.971478 -0.441460 -2.593833 0.0362 0.0876 0.1484
H -2.647428 -0.166137 -0.887625 0.0942 -0.0464 0.1587
```
Forces are in eV/Å.

* energy relative to the best compared isomer or geometry (same formula, charge and spin): 220.7 kcal per mole
* LUMO (alpha / beta): -0.076 / -0.076 Ha
* maximum force: 5.59 eV/Å
* E_HOMO (alpha / beta): -10.4402 / -10.4401 eV
* calculated total energy: -17386.36289 eV

=====

A cluster of 2 separate species, C4H13N2O2 in total in a non-equilibrium geometry. Source: OMol25; level of theory: the ωB97M-V functional and the def2-TZVPD basis.

```
21
Properties=species:S:1:pos:R:3:forces:R:3
C 0.287914 1.401481 0.700692 -0.2821 0.8435 1.4017
C 0.499897 0.439475 1.867255 0.0848 -1.4849 -0.9765
C 0.876240 -1.019280 1.332844 -0.1196 1.2805 0.8040
O -0.251351 -1.721009 1.059087 0.4020 0.1134 -0.2979
N -0.594403 0.851288 -0.316350 0.4345 0.5722 -0.2874
C 0.031320 0.603309 -1.601670 0.0764 -1.5760 0.6310
N -0.180541 1.680631 -2.543557 0.7512 0.1543 -0.2597
H -0.163697 2.298253 1.155314 -0.1389 0.1773 -0.2279
H 1.240487 1.785150 0.322644 0.0636 -0.4233 -0.4615
H 1.216091 0.800178 2.611210 -0.0634 0.2240 -0.0336
H -0.471392 0.212383 2.311884 0.0098 0.3705 0.4077
H 1.563175 -0.831480 0.475201 0.0220 -0.2874 -0.0967
H 1.517190 -1.435036 2.146599 -0.0272 -0.3578 -0.1792
H -0.995363 0.010258 0.072616 0.0637 -0.5564 -0.0779
H 1.096466 0.358073 -1.491404 0.2221 0.7234 0.1696
H -0.304842 -0.383196 -1.948421 -0.5917 0.4134 -0.3852
H -0.481857 2.477637 -2.004455 -0.2621 0.1188 -0.1781
H -0.848216 1.458095 -3.257358 -0.4224 0.0013 0.0163
H -0.658287 -2.606324 -0.279961 -0.4260 -0.4607 0.5542
H -2.042161 -3.104236 0.005962 -0.0732 -0.0014 0.1809
O -1.336667 -3.275654 -0.618129 0.2766 0.1555 -0.7038
```
Forces are in eV/Å.

* energy relative to the best compared isomer or geometry (same formula, charge and spin): 20.5 kcal per mole
* LUMO: 0.150 Ha
* total charge: -1
* maximum force: 1.78 eV/Å
* E_HOMO: -3.3227 eV
* calculated total energy: -11433.84594 eV

=====

Q: Which value of maximum force does entry 3 give?
A: 3.88 eV/Å